Record 1
A molecular structure, C2H7N3O in a non-equilibrium geometry. Source: OMol25; level of theory: ωB97M-V with the def2-TZVPD basis set.

XYZ file:
```
13
Properties=species:S:1:pos:R:3:forces:R:3
C -2.079219 -0.425751 -0.407696 -3.65 1.14 2.09
C 0.233220 -0.912160 0.323864 0.75 1.74 2.44
H -2.515585 -1.158633 -1.275853 2.68 1.89 1.45
H -2.843189 -1.036428 0.559136 2.73 1.97 -2.10
H -2.587538 0.599015 -0.536312 0.17 -1.79 -0.03
H -0.606467 1.469626 1.311557 0.13 -0.04 -3.07
H -0.227578 -1.597283 1.094267 0.84 0.02 -1.20
H 3.054721 0.200435 -0.723372 -3.18 1.11 1.49
H 1.340002 1.004871 0.097679 3.45 0.16 -2.96
N -0.692726 0.103408 -0.021631 -2.41 -7.24 -3.21
N 1.518511 -0.748453 0.283612 -0.65 -2.31 -1.16
N 1.963504 0.307159 -0.548373 -0.95 0.41 2.13
O -0.507925 1.363883 0.247579 0.10 2.95 4.14
```
Positions in Å, forces in eV/Å.

## Properties
E	-319.6548	Eh
multiplicity	1

---

Record 2
C2H7N3O in the gas phase in a non-equilibrium geometry. Source: OMol25; level of theory: ωB97M-V with the def2-TZVPD basis set.

XYZ file:
```
13
Properties=species:S:1:pos:R:3:forces:R:3
N 1.429974 -0.056254 1.092738 -0.29 -0.06 -0.28
C 0.651795 -0.160373 -0.004992 -1.42 -0.95 1.01
N 1.101165 -0.559131 -1.201936 -1.04 0.31 -0.49
C -0.773360 -0.223174 0.029059 0.64 -0.41 0.60
N -1.538931 0.734045 -0.670138 -0.97 0.34 -0.92
O -1.290384 -0.427039 1.322471 -0.19 0.51 0.42
H 2.419189 0.101793 0.965023 -0.23 -0.19 0.56
H 0.902663 0.181770 1.927430 0.66 0.23 -0.10
H 2.092734 -0.779877 -1.272537 -0.74 -0.09 -0.93
H 0.090403 -0.917363 -1.552748 3.25 0.03 -0.13
H -1.250206 0.835494 -1.635595 -0.28 0.10 0.15
H -1.585129 1.641318 -0.209820 0.36 0.21 -0.03
H -2.249912 -0.371208 1.211045 0.26 -0.04 0.12
```
Positions in Å, forces in eV/Å.

## Properties
SMILES string	NC(N)=C(N)O
E	-319.8075	Eh
multiplicity	1

---

The records above yield ΔE to the lowest compared entry with this formula, charge and spin values of 185.1, 89.3 kcal/mol, respectively.
The records above yield gap between HOMO and LUMO values of 0.32055, 0.24380 hartree, respectively.
The records above yield highest occupied orbital energy values of -8.26, -5.88 eV, respectively.